[1]
Molecular formula: C40H37F3N4OP2S9Sc
Method: DFT, ωB97M-V with the def2-TZVPD basis set

Geometry (Å):
Sc1 -0.292 -1.166 1.149
S1 -0.719 1.607 2.542
S2 -1.608 -3.498 0.788
S3 -2.776 -0.733 2.065
S4 -5.508 -1.964 1.686
S5 2.992 -0.270 0.448
S6 1.510 -4.124 1.621
S7 -7.438 -4.133 0.995
S8 -4.495 -4.409 0.605
S9 1.420 -1.356 5.681
P1 1.676 0.933 -0.518
P2 -0.899 1.829 0.553
F1 1.012 -4.539 -5.559
F2 -0.635 -3.281 -6.182
F3 1.381 -2.500 -6.163
O1 1.190 -2.770 1.054
N1 3.051 -0.319 3.734
N2 0.061 -2.109 -1.419
N3 0.909 -1.091 3.218
N4 -0.157 -1.756 3.747
C1 3.157 5.208 0.403
C2 1.314 -5.266 0.255
C3 1.459 -2.672 -3.272
C4 -1.805 -1.628 6.795
C5 -0.329 4.564 0.952
C6 2.502 0.441 -5.037
C7 1.214 0.660 -4.571
C8 -0.077 -1.961 5.010
C9 2.386 3.585 -1.193
C10 -4.299 0.767 -1.456
C11 -5.891 -3.522 1.073
C12 -3.299 -3.219 1.039
C13 3.026 4.267 1.415
C14 3.332 0.531 -2.780
C15 -0.246 5.890 0.542
C16 1.854 -0.857 4.075
C17 2.041 0.744 -2.306
C18 3.562 0.380 -4.139
C19 -5.293 1.434 -0.757
C20 -0.929 3.921 -1.283
C21 -2.972 0.898 -1.068
C22 0.031 0.664 -0.256
C23 -0.667 3.575 0.042
C24 -0.849 5.241 -1.690
C25 -0.507 6.230 -0.774
C26 -1.184 -2.592 5.790
C27 0.517 -3.284 -5.493
C28 1.267 -2.291 -1.953
C29 -3.770 -2.061 1.552
C30 -4.956 2.243 0.322
C31 3.320 -4.088 1.693
C32 -1.005 -2.268 -2.196
C33 0.341 -2.843 -4.070
C34 -2.639 1.681 0.029
C35 2.265 2.633 -0.187
C36 -0.917 -2.625 -3.535
C37 2.831 4.867 -0.900
C38 0.986 0.809 -3.210
C39 2.582 2.989 1.122
C40 -3.634 2.369 0.712
H1 2.468 2.258 1.911
H2 2.683 0.306 -6.097
H3 3.659 -4.433 2.668
H4 1.695 -6.238 0.576
H5 -1.209 3.152 -1.994
H6 -5.732 2.760 0.874
H7 0.024 6.658 1.258
H8 3.503 0.269 4.412
H9 -3.376 2.963 1.581
H10 2.460 -2.805 -3.661
H11 -0.016 0.944 -2.816
H12 -0.133 4.283 1.980
H13 -2.639 -2.102 7.313
H14 4.149 0.465 -2.072
H15 -1.919 -2.889 5.040
H16 2.107 -2.123 -1.287
H17 3.264 4.531 2.438
H18 1.869 -4.897 -0.607
H19 3.766 -4.688 0.902
H20 -0.826 -3.499 6.284
H21 0.249 -5.320 0.040
H22 -1.966 -2.126 -1.717
H23 -4.557 0.130 -2.294
H24 2.913 5.599 -1.694
H25 4.569 0.208 -4.500
H26 3.500 6.210 0.632
H27 -6.332 1.316 -1.042
H28 0.383 0.699 -5.266
H29 -0.444 7.264 -1.092
H30 -1.813 -2.745 -4.126
H31 -2.183 -0.742 6.284
H32 3.100 -0.023 2.752
H33 2.132 3.329 -2.215
H34 -2.182 0.364 -1.582
H35 3.582 -3.040 1.552
H36 -1.083 -1.306 7.548
H37 -1.057 5.501 -2.721

The calculation puts the frontier orbital gap at 5.465 eV. The charge is -1. The multiplicity is 1.

Mulliken population analysis, charges in e, atoms 1 to 6: number 1, Sc, carries 0.153; number 2, S, carries -0.524; number 3, S, carries -0.313; number 4, S, carries -0.211; number 5, S, carries -0.093; number 6, S, carries -0.786


[2]
Molecular formula: C33H26Cl2N7O4PPbS5
Method: DFT, ωB97M-V with the def2-TZVPD basis set

Geometry (Å):
Pb1 0.329 1.585 -0.724
Cl1 1.941 8.631 -0.735
Cl2 0.836 8.306 -3.814
S1 3.104 0.797 0.047
S2 -0.193 -1.475 0.759
S3 2.332 -0.756 -4.949
S4 0.601 -2.705 -0.623
S5 -2.705 -3.664 -0.805
P1 -0.858 -4.245 -0.789
O1 -0.486 -5.402 0.242
O2 -0.573 -5.033 -2.146
O3 -1.718 3.881 -4.061
O4 0.070 5.373 1.962
N1 7.677 0.327 3.978
N2 0.461 3.954 0.174
N3 0.925 2.024 2.044
N4 4.663 -0.688 6.779
N5 -0.321 3.474 -2.312
N6 1.430 0.677 -2.718
N7 -2.112 1.450 -1.530
C1 -1.335 -4.625 2.408
C2 2.858 -0.270 3.993
C3 -0.906 -4.794 -3.553
C4 -4.566 1.238 -2.894
C5 0.306 4.250 1.493
C6 0.134 4.689 -2.043
C7 -2.303 -6.675 1.270
C8 6.545 0.295 3.775
C9 2.292 0.089 2.664
C10 -0.170 3.390 3.697
C11 -2.302 -5.340 -3.807
C12 -3.589 2.100 -3.333
C13 -0.110 2.318 4.590
C14 4.509 -0.398 5.673
C15 4.731 0.706 2.120
C16 4.148 -0.090 4.345
C17 -4.364 0.542 -1.685
C18 1.347 7.133 -1.301
C19 0.608 1.196 4.236
C20 0.339 3.155 2.423
C21 -0.724 -3.330 -3.842
C22 1.298 6.139 -0.360
C23 -2.336 2.149 -2.632
C24 0.568 4.957 -0.677
C25 1.779 0.077 -3.689
C26 5.165 0.341 3.411
C27 -3.127 0.672 -1.066
C28 3.356 0.581 1.686
C29 -1.115 -5.816 1.517
C30 0.856 6.970 -2.624
C31 -1.421 3.211 -3.062
C32 1.271 1.160 2.987
C33 0.277 5.742 -2.944
H1 -1.810 -4.916 3.311
H2 -0.723 4.273 3.953
H3 0.798 0.442 4.975
H4 -2.244 -6.434 -3.759
H5 -3.050 -4.991 -2.989
H6 -3.668 2.734 -4.185
H7 -0.664 2.285 5.533
H8 -1.357 -2.724 -3.215
H9 -0.058 5.643 -3.941
H10 -1.979 -3.925 1.883
H11 -5.132 -0.057 -1.203
H12 -0.403 -4.175 2.686
H13 -5.547 1.149 -3.422
H14 5.424 1.052 1.376
H15 0.299 -2.989 -3.700
H16 -3.046 -6.148 0.679
H17 1.777 6.306 0.590
H18 -0.998 -3.164 -4.900
H19 -2.800 -6.915 2.187
H20 -2.055 -7.615 0.749
H21 -0.154 -5.393 -4.165
H22 -0.269 -6.381 1.973
H23 1.635 -0.738 2.240
H24 2.207 -0.757 4.734
H25 -2.640 -5.003 -4.809
H26 -2.964 0.168 -0.136

The calculation puts the frontier orbital gap at 3.841 eV. The charge is -2. The multiplicity is 1.

Mulliken population analysis, charges in e, atoms 1 to 6: number 1, Pb, carries 1.430; number 2, Cl, carries -0.275; number 3, Cl, carries -0.267; number 4, S, carries -0.236; number 5, S, carries -0.399; number 6, S, carries -0.527


Question: Look up the frontier orbital gap of the second one.
Answer: 3.841 eV